A 2-piece molecular cluster, C5H13N3O2 overall, computed with ωB97M-V/def2-TZVPD.

The geometry in XYZ format:
```
23
C5H13N3O2 | OMol25 | ωB97M-V/def2-TZVPD
C 2.6630 -0.5637 0.2434
C -1.3252 -0.2498 1.8791
C 1.4322 -0.1978 -0.6549
C -1.8838 0.9750 -1.1967
C 0.1599 -0.7003 0.0303
N -0.2012 -1.9664 -0.4005
N -0.2735 0.0633 0.9381
N -1.0695 1.9685 -1.2232
O -0.8191 2.6633 -0.0150
O -0.3589 2.2476 -2.1170
H 3.5890 0.0936 -0.0123
H 2.8868 -1.6216 0.2606
H 2.4385 -0.3036 1.2999
H -1.4251 -1.3871 2.2391
H -1.1855 0.4122 2.6843
H -2.2795 0.0313 1.3881
H 1.3554 0.8887 -0.8464
H 1.6018 -0.7710 -1.6156
H -2.5683 0.7192 -0.4180
H -2.0655 0.3777 -2.1687
H 0.2408 -2.2437 -1.1908
H -0.5918 -2.5623 0.2372
H -0.3204 2.1269 0.6588
```

Values from the calculation:
Electronic energy   -512.88153 hartree
LUMO energy   0.7 eV
Kohn-Sham gap   9.3 eV
Molecular weight   147.2 g mol⁻¹
SMILES string   C=[N+]([O-])O.CC/C(N)=N/C
Energy above the lowest of the compared OMol25 structures with the same formula, charge and spin   5.817 eV

Atom charges from the natural (NBO) analysis, given in e for atoms 1 to 2: atom 1 (C): -0.61, atom 2 (C): -0.43